A | Entry from OMol25: C3H4S2 in the gas phase (ωB97M-V/def2-TZVPD).

Geometry as XYZ:
```
9
Properties=species:S:1:pos:R:3:nbo_charge:R:1
C -0.46911 0.50470 0.74205 -0.495
S 1.24344 0.20823 1.56767 0.163
C 1.23585 -0.94528 0.05842 -0.414
S -0.00993 -2.24588 0.20463 0.094
C -0.10647 -0.50346 -0.34541 -0.316
H -0.61775 1.43898 0.19877 0.230
H -1.30101 -0.00069 1.19068 0.234
H 2.17637 -1.18628 -0.51298 0.257
H -0.59544 -0.58194 -1.30372 0.246
```

* HOMO: -8.73 eV
* gap between HOMO and LUMO: 9.31 eV
* total charge: 0


B | Entry from OMol25: C3H4S2 in the gas phase (ωB97M-V/def2-TZVPD).

Geometry as XYZ:
```
9
Properties=species:S:1:pos:R:3:nbo_charge:R:1
S -2.30207 -0.48206 0.14869 0.098
C -0.97371 0.23376 -0.51815 -0.205
C 0.05682 1.27833 -0.16586 -0.625
C 1.05259 0.62518 0.63652 -0.120
S 2.25696 -0.56681 -0.08373 -0.052
H -0.53873 -0.06944 -1.47997 0.179
H 0.31405 1.29589 -1.21991 0.249
H -0.55130 2.11980 0.18973 0.257
H 0.68357 0.61213 1.75562 0.220
```

* HOMO: -9.06 eV
* gap between HOMO and LUMO: 7.48 eV
* total charge: 0


C | Entry from OMol25: C3H4S2 in the gas phase (ωB97M-V/def2-TZVPD).

Geometry as XYZ:
```
9
Properties=species:S:1:pos:R:3:nbo_charge:R:1
C -0.52951 0.83922 0.60497 -0.677
C 0.21516 0.16140 -0.51944 -0.152
S 0.61849 1.01219 -1.86499 0.114
C 0.58001 -1.21466 -0.46576 -0.355
S 0.11074 -2.17368 0.75649 0.120
H -1.65458 0.98529 0.48947 0.246
H -0.14756 1.77687 0.86753 0.238
H -0.47131 0.21924 1.39901 0.227
H 1.27855 -1.60588 -1.26730 0.238
```

* HOMO: -9.07 eV
* gap between HOMO and LUMO: 6.99 eV
* total charge: 0


Most stable structure among those shown: C.